Computed, not measured: C4H8N2O in the gas phase, with ωB97M-V with the def2-TZVPD basis set.

- HOMO: -9.55 eV
- Strongest force on any atom: 0.4 eV/Å
- Energy relative to the best compared isomer or geometry (same formula, charge and spin): 1.635 eV
- SMILES: NC(=O)CN1CC1

CARTESIAN COORDINATES (ANGSTROEM)
N 1.667 -0.175 -1.349
C 1.739 -0.592 -0.055
O 2.673 -1.225 0.402
C 0.518 -0.279 0.803
N -0.382 0.677 0.185
C -1.702 0.788 0.778
C -1.514 0.100 -0.521
H 2.503 -0.279 -1.905
H 1.018 0.559 -1.590
H 0.023 -1.243 1.013
H 0.880 0.112 1.758
H -1.927 0.165 1.644
H -2.115 1.794 0.822
H -1.585 -0.987 -0.530
H -1.795 0.585 -1.453